Entry 1:
Molecular formula: C20H24F2N2O3
Method: DFT, ωB97M-V/def2-TZVPD

Calculated values
molar mass = 378.419 g/mol
frontier orbital gap = 0.307 hartree
SMILES = CN(CCCC1CCCC1)C(=O)c1cc(COc2ccc(F)c(F)c2)on1
energy relative to the best compared isomer or geometry (same formula, charge and spin) = 1902.6 kJ/mol
LUMO energy = -0.33 eV
HOMO = -0.319 Ha

Each line ends with the Löwdin charge.
Atoms and positions in Å:
C (-1.730, 0.291, -2.886)  -0.046
N (-1.252, -0.285, -1.684)  -0.042
C (-0.107, -1.221, -1.956)  -0.014
C (1.329, -0.379, -1.786)  -0.238
C (1.580, 0.438, -2.761)  -0.163
C (3.188, 1.170, -2.569)  -0.293
C (4.169, 0.146, -2.888)  -0.215
C (5.189, 0.992, -3.637)  -0.245
C (4.546, 2.075, -4.370)  -0.191
C (3.534, 2.334, -3.308)  -0.207
C (-1.837, -0.126, -0.506)  -0.541
O (-2.734, 0.737, -0.428)  0.088
C (-1.290, -0.522, 0.540)  -0.137
C (-1.999, -1.364, 1.478)  0.060
C (-1.144, -1.721, 2.449)  -0.031
C (-1.169, -2.626, 3.791)  -0.070
O (-2.561, -2.504, 4.157)  -0.122
C (-3.199, -1.056, 4.674)  -0.269
C (-4.341, -1.262, 5.154)  0.023
C (-5.067, -0.028, 5.642)  0.097
C (-4.284, 1.061, 5.621)  -0.266
F (-5.111, 2.145, 5.938)  0.056
C (-3.200, 1.131, 5.094)  -0.111
F (-2.254, 2.178, 5.201)  0.046
C (-2.421, -0.113, 4.766)  0.095
O (0.356, -1.187, 2.222)  -0.038
N (0.171, -0.606, 0.971)  0.114
H (-2.308, -0.569, -3.651)  0.174
H (-2.427, 0.921, -2.725)  -0.002
H (-1.084, 0.800, -3.578)  0.078
H (-0.148, -1.473, -2.934)  0.076
H (-0.194, -1.905, -1.186)  0.089
H (1.418, -0.270, -0.911)  -0.021
H (1.969, -1.297, -1.842)  0.152
H (1.579, 0.327, -3.846)  0.123
H (0.983, 1.554, -2.557)  0.184
H (3.450, 1.334, -1.497)  0.158
H (4.406, -0.596, -2.145)  0.125
H (3.830, -0.496, -3.567)  0.065
H (5.961, 0.328, -4.104)  0.118
H (5.822, 1.565, -2.749)  0.166
H (4.180, 1.358, -5.252)  0.168
H (4.987, 2.875, -4.676)  0.055
H (3.588, 3.191, -2.857)  0.062
H (2.598, 2.503, -4.114)  0.172
H (-3.046, -1.454, 1.588)  0.131
H (-0.801, -3.547, 3.762)  0.094
H (-0.713, -2.165, 4.417)  0.011
H (-5.041, -2.378, 5.134)  0.229
H (-6.004, -0.282, 5.936)  0.089
H (-1.367, -0.019, 4.436)  0.165

---

Entry 2:
Molecular formula: C17H25F3N4O3
Method: DFT, ωB97M-V/def2-TZVPD

Calculated values
molar mass = 390.406 g/mol
frontier orbital gap = 0.342 hartree
SMILES = CCCNC(=O)[C@H](c1n[nH]cc1C)N1CC[C@@H](C(F)(F)F)C[C@H]1C(=O)OC
energy relative to the best compared isomer or geometry (same formula, charge and spin) = 29.1 kJ/mol
LUMO energy = 0.66 eV
HOMO = -0.318 Ha

Each line ends with the Löwdin charge.
Atoms and positions in Å:
C (0.296, -3.216, -3.063)  -0.101
C (1.322, -2.224, -3.596)  -0.243
C (0.800, -0.791, -3.605)  -0.183
N (0.516, -0.289, -2.271)  0.099
C (-0.738, -0.005, -1.850)  -0.458
O (-1.741, -0.242, -2.499)  0.065
C (-0.854, 0.671, -0.474)  -0.150
C (-0.906, 2.164, -0.631)  -0.232
N (-0.362, 2.777, -1.670)  0.108
N (-0.580, 4.077, -1.445)  -0.019
C (-1.239, 4.304, -0.285)  -0.047
C (-1.473, 3.079, 0.287)  -0.213
C (-2.179, 2.753, 1.563)  -0.033
N (0.110, 0.335, 0.570)  -0.051
C (1.440, 0.911, 0.547)  -0.171
C (1.938, 1.134, 1.969)  -0.108
C (1.932, -0.197, 2.719)  -0.211
C (2.366, -0.020, 4.155)  -0.602
F (1.535, 0.784, 4.846)  0.142
F (2.415, -1.194, 4.812)  0.138
F (3.596, 0.526, 4.237)  0.134
C (0.564, -0.870, 2.640)  -0.075
C (0.123, -0.988, 1.186)  -0.193
C (-1.224, -1.691, 1.095)  -0.461
O (-1.959, -1.903, 2.022)  0.143
O (-1.452, -2.101, -0.154)  -0.065
C (-2.741, -2.673, -0.413)  -0.018
H (0.695, -4.231, -3.054)  0.070
H (0.001, -2.955, -2.047)  0.052
H (-0.603, -3.209, -3.682)  0.079
H (2.236, -2.270, -2.995)  0.103
H (1.610, -2.488, -4.617)  0.105
H (1.521, -0.125, -4.084)  0.119
H (-0.133, -0.733, -4.165)  0.120
H (1.282, 0.061, -1.724)  0.111
H (-1.839, 0.365, -0.116)  0.153
H (-0.271, 4.750, -2.123)  0.148
H (-1.493, 5.301, 0.036)  0.121
H (-2.304, 3.639, 2.184)  0.078
H (-3.171, 2.337, 1.372)  0.084
H (-1.618, 2.013, 2.135)  0.068
H (2.166, 0.241, 0.044)  0.122
H (1.420, 1.851, -0.002)  0.123
H (2.944, 1.557, 1.954)  0.125
H (1.276, 1.845, 2.467)  0.130
H (2.684, -0.858, 2.272)  0.164
H (0.595, -1.859, 3.096)  0.136
H (-0.181, -0.282, 3.177)  0.136
H (0.831, -1.643, 0.645)  0.165
H (-2.771, -2.844, -1.484)  0.093
H (-2.859, -3.602, 0.142)  0.098
H (-3.524, -1.974, -0.122)  0.102

---

Entry 3:
Molecular formula: C4H4BrF5O5SSi2
Method: DFT, ωB97M-V/def2-TZVPD

Calculated values
molar mass = 395.204 g/mol
charge = -2
frontier orbital gap = 0.163 hartree
LUMO energy = 4.49 eV
HOMO = 0.001 Ha

Each line ends with the Löwdin charge.
Atoms and positions in Å:
C (0.309, -1.408, 0.938)  0.112
C (-0.282, -0.710, 0.169)  -0.214
Si (-1.053, 0.520, -0.828)  0.012
Br (-1.474, -0.381, -2.828)  0.430
O (-0.221, 1.915, -0.983)  -0.429
Si (1.398, 2.019, -0.501)  0.572
C (-2.798, 1.054, -0.165)  -0.468
F (-3.743, 0.105, -0.301)  0.066
F (-3.181, 2.116, -0.949)  0.033
C (-2.802, 1.598, 1.299)  -0.549
F (-1.576, 1.529, 1.835)  0.138
F (-3.661, 0.917, 2.074)  0.148
F (-3.178, 2.892, 1.343)  0.134
H (1.013, -1.999, 1.497)  0.018
H (1.658, 1.398, 0.799)  -0.044
H (2.284, 1.540, -1.572)  -0.044
H (1.651, 3.475, -0.348)  -0.084
O (3.220, -4.754, -0.655)  -0.494
S (3.140, -3.309, -0.315)  0.181
O (4.501, -2.707, -0.292)  -0.500
O (2.505, -3.148, 1.051)  -0.522
O (2.285, -2.593, -1.307)  -0.495

---

Entry 4:
Molecular formula: C2H8N3O
Method: DFT, ωB97M-V/def2-TZVPD

Calculated values
molar mass = 90.106 g/mol
charge = +1
frontier orbital gap = 0.403 hartree
SMILES = NN[C@]1([NH3+])CO1
energy relative to the best compared isomer or geometry (same formula, charge and spin) = 386.9 kJ/mol
LUMO energy = -3.24 eV
HOMO = -0.522 Ha

Each line ends with the Löwdin charge.
Atoms and positions in Å:
N (1.740, 0.547, 0.526)  0.038
N (0.745, 0.747, -0.458)  -0.022
C (-0.455, 0.078, -0.091)  -0.461
N (0.070, -1.436, 0.041)  0.272
C (-1.839, 0.323, -0.344)  -0.003
O (-1.270, 0.399, 0.955)  0.083
H (2.614, 0.908, 0.151)  0.117
H (1.561, 1.091, 1.312)  0.075
H (0.773, 1.635, -0.919)  0.144
H (0.968, -1.399, 0.604)  0.164
H (0.321, -1.859, -0.844)  0.162
H (-0.689, -1.932, 0.494)  0.159
H (-1.955, 1.291, -0.909)  0.157
H (-2.584, -0.393, -0.518)  0.117

---

Entry 5:
Molecular formula: C34H24I2N5O7V
Method: DFT, ωB97M-V/def2-TZVPD

Calculated values
multiplicity = 3
molar mass = 919.346 g/mol
frontier orbital gap (spin up / spin down) = 0.260 / 0.275 hartree
energy relative to the best compared isomer or geometry (same formula, charge and spin) = 49.5 kJ/mol
LUMO energy (spin up / spin down) = -0.80 / -0.80 eV
HOMO (spin up / spin down) = -0.290 / -0.305 Ha

Each line ends with the Löwdin charge.
Atoms and positions in Å:
V (0.041, -0.190, 0.082)  0.903
N (1.871, 0.611, 0.830)  0.061
C (2.032, 0.837, 2.249)  -0.249
C (3.232, 0.482, 2.845)  -0.044
C (3.412, 0.616, 4.212)  -0.085
C (2.373, 1.112, 4.982)  -0.078
C (1.178, 1.475, 4.377)  -0.027
C (0.971, 1.360, 3.000)  -0.125
C (-0.370, 1.724, 2.435)  -0.180
C (-1.040, 2.816, 3.003)  -0.053
C (-2.340, 3.124, 2.642)  -0.087
C (-3.005, 2.311, 1.732)  -0.086
C (-2.329, 1.251, 1.139)  -0.113
C (-0.990, 0.948, 1.434)  -0.137
H (2.693, 0.143, 0.460)  0.108
H (1.818, 1.508, 0.324)  0.096
H (4.033, 0.090, 2.226)  0.115
H (4.354, 0.333, 4.666)  0.105
H (2.486, 1.206, 6.055)  0.104
H (0.360, 1.828, 4.991)  0.114
H (-0.527, 3.442, 3.725)  0.108
H (-2.833, 3.987, 3.073)  0.100
H (-4.033, 2.519, 1.459)  0.103
H (-2.858, 0.648, 0.406)  0.097
I (-3.336, -2.768, -2.663)  0.933
C (-2.446, -3.284, -0.857)  -0.654
C (-2.725, -4.519, -0.232)  -0.214
C (-2.171, -4.836, 0.974)  -0.667
I (-2.674, -6.665, 1.854)  0.920
C (-1.268, -3.948, 1.612)  -0.201
C (-0.665, -4.137, 2.876)  -0.026
C (0.194, -3.194, 3.355)  -0.021
C (0.502, -2.065, 2.581)  -0.066
N (-0.039, -1.839, 1.405)  0.056
C (-0.952, -2.754, 0.940)  -0.133
C (-1.591, -2.379, -0.280)  -0.431
O (-1.287, -1.191, -0.763)  -0.235
H (-3.396, -5.216, -0.716)  0.081
H (-0.898, -5.019, 3.458)  0.068
H (0.654, -3.304, 4.328)  0.114
H (1.209, -1.334, 2.947)  0.106
O (1.449, 2.779, -1.257)  0.078
C (0.361, 2.301, -1.529)  -0.526
O (-0.079, 1.179, -1.054)  -0.169
C (-0.598, 3.010, -2.429)  -0.079
C (-0.124, 3.812, -3.450)  0.084
C (-1.035, 4.421, -4.289)  -0.105
C (-2.397, 4.284, -4.135)  0.088
C (-2.832, 3.491, -3.094)  -0.098
C (-1.964, 2.839, -2.244)  0.098
N (-4.291, 3.330, -2.888)  -0.346
O (-5.029, 3.879, -3.679)  0.090
O (-4.650, 2.693, -1.922)  0.091
N (-0.529, 5.253, -5.407)  -0.350
O (0.666, 5.245, -5.611)  0.089
O (-1.345, 5.869, -6.059)  0.091
H (0.937, 3.965, -3.591)  0.138
H (-3.090, 4.775, -4.801)  0.135
H (-2.342, 2.214, -1.446)  0.121
N (1.342, -1.026, -1.906)  0.084
C (2.149, -2.187, -1.798)  -0.300
C (1.552, -3.427, -1.583)  -0.025
C (2.339, -4.556, -1.418)  -0.074
C (3.725, -4.465, -1.465)  -0.097
C (4.317, -3.228, -1.680)  -0.089
C (3.535, -2.092, -1.847)  -0.046
H (1.796, -0.249, -2.366)  0.107
H (0.434, -1.200, -2.322)  0.097
H (0.469, -3.501, -1.545)  0.108
H (1.863, -5.516, -1.260)  0.107
H (4.336, -5.349, -1.343)  0.101
H (5.395, -3.143, -1.729)  0.104
H (4.002, -1.128, -2.023)  0.111

---

Q: Among the records above, which one has the lowest molar mass?
A: C2H8N3O